(1)
Computed, not measured: an isolated molecule of C3HNO2 at a distorted geometry, with ωB97M-V with the def2-TZVPD basis set.

The geometry in XYZ format:
```
7
Properties=species:S:1:pos:R:3:forces:R:3:nbo_charge:R:1
O -1.8573 -1.2029 -0.2403 0.223 0.744 0.111 -0.45
C -1.5517 -0.0752 -0.0684 -0.423 -0.640 -0.057 0.66
C 0.6947 -0.4173 0.3383 -0.030 0.235 -0.175 0.27
O -0.2138 0.3927 -0.1611 0.324 -0.219 0.118 -0.49
C 2.0025 0.1469 0.0694 0.932 0.120 -0.065 0.09
N 3.1299 0.3986 -0.0579 -1.070 -0.177 0.111 -0.21
H -2.2023 0.7820 0.1348 0.045 -0.064 -0.043 0.15
```
Forces are in eV/Å.

Values from the calculation:
strongest force on any atom	0.021	hartree/bohr
gap between HOMO and LUMO	8.73	eV
energy relative to the best compared isomer or geometry (same formula, charge and spin)	46.2	kcal/mol
E_LUMO	-1.57	eV
HOMO energy	-0.3784	Eh
calculated total energy	-8708.341	eV

---

(2)
Computed, not measured: an isolated molecule of C3HNO3 at a distorted geometry, with ωB97M-V with the def2-TZVPD basis set.

The geometry in XYZ format:
```
8
Properties=species:S:1:pos:R:3:forces:R:3:nbo_charge:R:1
O -0.6462 -0.9299 -1.9529 -0.525 -1.171 -2.771 -0.49
C -0.3099 -0.2749 -1.0571 2.279 -3.605 3.102 0.73
C 0.6004 -0.7854 0.1573 2.363 -2.203 -0.054 0.01
N 0.7391 0.0311 1.1321 -1.473 0.503 -3.729 -0.38
C -0.1842 1.1191 0.6351 -1.208 0.215 5.501 0.82
O -0.5658 1.8525 1.5316 0.308 -0.675 -4.268 -0.45
O -0.8197 0.8152 -0.6475 -0.061 4.629 2.666 -0.46
H 1.1864 -1.8277 0.2015 -1.683 2.305 -0.447 0.23
```
Forces are in eV/Å.

Values from the calculation:
strongest force on any atom	0.110	hartree/bohr
gap between HOMO and LUMO	10.10	eV
energy relative to the best compared isomer or geometry (same formula, charge and spin)	20.1	kcal/mol
E_LUMO	-1.12	eV
HOMO energy	-0.4121	Eh
calculated total energy	-10757.898	eV

---

(3)
Computed, not measured: an isolated molecule of C3HNO3 at a distorted geometry, with ωB97M-V with the def2-TZVPD basis set.

The geometry in XYZ format:
```
8
Properties=species:S:1:pos:R:3:forces:R:3:nbo_charge:R:1
O -2.2050 -0.0791 0.5600 2.348 1.200 -1.434 -0.49
C -1.0317 0.0645 0.2100 -3.411 -1.842 3.683 0.70
C -0.0451 -0.9904 0.2955 3.749 1.801 -3.965 0.07
N 1.0068 -0.5967 -0.3944 0.265 -2.073 1.584 -0.44
C 0.9577 0.8222 -0.5401 -5.519 -5.846 2.619 0.87
O 1.7142 1.5907 -0.8201 4.430 4.389 -1.971 -0.43
O -0.3194 1.1195 -0.0146 -1.342 4.527 -1.225 -0.50
H -0.0776 -1.9308 0.7038 -0.520 -2.156 0.709 0.22
```
Forces are in eV/Å.

Values from the calculation:
strongest force on any atom	0.164	hartree/bohr
gap between HOMO and LUMO	9.31	eV
energy relative to the best compared isomer or geometry (same formula, charge and spin)	15.0	kcal/mol
E_LUMO	-1.77	eV
HOMO energy	-0.4074	Eh
calculated total energy	-10758.117	eV

---

(4)
Computed, not measured: a structure of composition C3HO2Pr at a distorted geometry, with ωB97M-V with the def2-TZVPD basis set.

The geometry in XYZ format:
```
7
Properties=species:S:1:pos:R:3:forces:R:3:lowdin_spin:R:1
O 0.3276 0.0786 -1.1925 -0.772 1.012 -0.345 -0.01
O 0.0491 -0.3319 0.9425 -0.873 0.719 0.371 -0.01
C 0.5594 -0.6185 -0.1733 0.285 -0.560 -0.244 0.00
Pr -1.3693 1.6424 0.0336 1.613 -1.821 -0.133 3.02
C 2.1365 -2.4545 0.6022 -0.097 -0.267 0.089 0.00
C 1.4729 -1.7931 -0.2858 0.883 0.821 -0.365 0.00
H 2.2101 -1.9472 -1.1562 -1.039 0.095 0.627 0.00
```
Forces are in eV/Å.

Values from the calculation:
strongest force on any atom	0.047	hartree/bohr
⟨S²⟩	3.752
total charge	+1
gap between HOMO and LUMO (alpha / beta)	6.81 / 8.14	eV
energy relative to the best compared isomer or geometry (same formula, charge and spin)	0.0	kcal/mol
E_LUMO (alpha / beta)	-5.52 / -5.55	eV
HOMO energy (alpha / beta)	-0.4531 / -0.5028	Eh
multiplicity	4
calculated total energy	-21279.496	eV

---

(5)
Computed, not measured: a structure of composition C3HO2Yb at a distorted geometry, with ωB97M-V with the def2-TZVPD basis set.

The geometry in XYZ format:
```
7
Properties=species:S:1:pos:R:3:forces:R:3:nbo_charge:R:1
O -1.2334 0.6566 0.2293 -0.401 0.155 -0.082 -0.81
O 0.0175 -0.9101 1.1116 0.066 -0.324 -0.164 -0.81
C -0.2350 -0.1049 0.1758 -0.750 0.266 0.504 0.73
Yb -2.0684 -0.3957 2.3092 0.697 0.147 -0.751 0.97
C 1.9595 -0.1822 -1.1226 -0.054 -0.009 -0.466 0.24
C 0.6985 -0.0059 -0.9793 0.944 1.253 -0.089 -0.65
H 0.8612 0.9422 -1.7239 -0.503 -1.487 1.047 0.33
```
Forces are in eV/Å.

Values from the calculation:
strongest force on any atom	0.037	hartree/bohr
⟨S²⟩	0.751
gap between HOMO and LUMO (alpha / beta)	5.83 / 8.27	eV
E_LUMO (alpha / beta)	-0.05 / -0.47	eV
HOMO energy (alpha / beta)	-0.2162 / -0.3211	Eh
multiplicity	2
calculated total energy	-38746.949	eV

---

(6)
Computed, not measured: the ion C3HO3 with charge -1 at a distorted geometry, with ωB97M-V with the def2-TZVPD basis set.

The geometry in XYZ format:
```
7
Properties=species:S:1:pos:R:3:forces:R:3:nbo_charge:R:1
O 0.2179 -0.2409 -3.5740 0.474 0.629 -1.430 -0.66
C -0.2218 -0.4712 -2.4924 -0.457 -0.789 1.729 0.68
O -1.3018 -0.1287 -1.8070 -0.191 0.395 -0.381 -0.61
C -0.1837 -1.2259 -1.2827 1.707 1.805 2.832 -0.27
C 0.6283 -0.3968 -0.0213 -0.003 -6.220 -4.924 0.39
O 1.5863 -0.8771 0.5162 0.840 0.208 0.570 -0.60
H 0.1224 0.3896 0.3160 -2.369 3.973 1.604 0.08
```
Forces are in eV/Å.

Values from the calculation:
strongest force on any atom	0.154	hartree/bohr
total charge	-1
gap between HOMO and LUMO	7.61	eV
energy relative to the best compared isomer or geometry (same formula, charge and spin)	66.0	kcal/mol
E_LUMO	4.29	eV
HOMO energy	-0.1221	Eh
calculated total energy	-9267.582	eV